1.
Density functional theory data (ωB97M-V/def2-TZVPD) for an isolated ion of composition C3H10N6 and charge +2.

HOMO-LUMO gap = 10.19 eV
E_LUMO = -7.18 eV
electronic energy = -12193.96496 eV
HOMO level = -17.372 eV
SMILES = C=N[NH2+]/C(N)=N/NC=[NH2+]
net charge = +2

Geometry (Å):
C  2.11642  2.64629  -0.33154
N  2.09759  1.41541  -0.47850
N  1.39168  0.63156  0.55516
C  0.51656  -0.21717  -0.29830
N  1.09781  -0.71901  -1.28963
N  -0.66088  -0.32891  0.19389
N  -1.63473  -1.24634  -0.16600
C  -2.76647  -1.38470  0.49561
N  -3.38572  -0.56181  1.33874
H  1.79541  3.01840  0.59099
H  2.80577  3.29353  -0.97942
H  1.94771  0.00608  1.09102
H  0.83042  1.21051  1.19344
H  1.96744  -0.40250  -1.64702
H  0.71984  -1.37877  -1.96338
H  -1.34371  -2.10846  -0.76284
H  -3.27715  -2.32689  0.43091
H  -4.15532  -0.96350  1.86090
H  -3.04762  0.36802  1.78239

Forces on atoms 1 to 3 (eV/Å):
C 2.39 1.53 -0.08
N 1.29 -1.70 -0.64
N -1.75 1.63 -2.07

The net atomic charges from natural (NBO), expressed in e, are: number 1, C, carries 0.026; number 2, N, carries -0.272; number 3, N, carries -0.395; number 4, C, carries 0.581; number 5, N, carries -0.759; number 6, N, carries -0.385; number 7, N, carries -0.369; number 8, C, carries 0.395; number 9, N, carries -0.695; number 10, H, carries 0.184; number 11, H, carries 0.285; number 12, H, carries 0.458; number 13, H, carries 0.450; number 14, H, carries 0.462; number 15, H, carries 0.447; number 16, H, carries 0.430; number 17, H, carries 0.250; number 18, H, carries 0.447; number 19, H, carries 0.461

***

2.
Density functional theory data (ωB97M-V/def2-TZVPD) for C6H9N5O as an isolated structure.

HOMO-LUMO gap = 8.35 eV
E_LUMO = 0.42 eV
electronic energy = -15861.56772 eV
HOMO level = -7.926 eV

Geometry (Å):
C  -1.43191  1.73258  -0.21137
C  -2.27335  -0.25671  0.21128
C  -0.88957  -0.32803  0.23675
C  1.42138  1.08083  -0.05507
C  -3.37085  -1.23147  0.43770
C  3.08865  -0.52307  -0.89542
N  -2.56950  1.07998  -0.05679
N  -0.11965  -1.43633  0.36909
N  1.10595  -1.39311  0.20676
N  -0.40982  0.84793  -0.10438
N  1.82706  -0.30590  -0.23437
O  1.69792  1.57379  1.15194
H  -1.18706  2.79582  -0.42877
H  1.69086  1.70459  -0.82206
H  -4.02339  -1.05605  -0.31962
H  -2.89278  -2.32555  0.47109
H  -3.98549  -1.17938  1.28273
H  2.94481  -1.50706  -1.16570
H  3.32298  0.07490  -1.67308
H  3.89971  -0.38285  -0.19305
H  2.15404  1.03508  1.79235

Forces on atoms 1 to 3 (eV/Å):
C 0.89 -0.47 -0.34
C 0.14 2.34 0.83
C -1.65 -1.48 -0.38

The net atomic charges from natural (NBO), expressed in e, are: number 1, C, carries 0.159; number 2, C, carries 0.134; number 3, C, carries 0.125; number 4, C, carries 0.497; number 5, C, carries -0.631; number 6, C, carries -0.399; number 7, N, carries -0.468; number 8, N, carries -0.163; number 9, N, carries -0.011; number 10, N, carries -0.385; number 11, N, carries -0.341; number 12, O, carries -0.690; number 13, H, carries 0.199; number 14, H, carries 0.179; number 15, H, carries 0.225; number 16, H, carries 0.219; number 17, H, carries 0.224; number 18, H, carries 0.233; number 19, H, carries 0.201; number 20, H, carries 0.181; number 21, H, carries 0.510

***

3.
Density functional theory data (ωB97M-V/def2-TZVPD) for C30H49BBrF2O2P2Ru as an isolated structure.

HOMO-LUMO gap (alpha / beta) = 5.70 / 7.82 eV
E_LUMO (alpha / beta) = 0.42 / 0.42 eV
electronic energy = -133320.05183 eV
HOMO level (alpha / beta) = -5.283 / -7.398 eV
spin multiplicity = 2

Geometry (Å):
Ru  -0.07552  0.43485  -0.11824
C  1.19047  0.45247  1.82674
C  0.05348  1.20936  2.15194
C  0.10854  2.38386  1.27800
C  1.27758  2.25780  0.51738
C  1.98365  1.09945  0.85582
C  3.42070  0.78428  0.45149
C  4.23142  2.08648  0.42671
C  4.03624  -0.17462  1.47333
C  3.50664  0.16317  -0.93444
C  -0.66566  3.71135  1.27146
C  -2.17297  3.54626  1.18762
C  -0.27587  4.56523  0.05939
C  -0.26307  4.53915  2.50710
C  -0.85677  0.76479  3.32418
C  -0.05063  -0.17791  4.23597
C  -2.11299  0.01283  2.88196
C  -1.31079  1.92162  4.22100
H  1.47218  -0.46651  2.31153
H  1.63346  2.99720  -0.18133
H  4.14155  2.63567  1.36746
H  3.90527  2.74580  -0.38200
H  5.28732  1.86150  0.26160
H  3.96576  0.22530  2.48772
H  5.09102  -0.34082  1.24200
H  3.54000  -1.14854  1.44908
H  3.02679  0.82209  -1.65775
H  3.01195  -0.80249  -0.96318
H  4.54974  0.02733  -1.23669
H  -2.42526  3.27925  0.16342
H  -2.67601  4.48816  1.42380
H  -2.56365  2.77157  1.84372
H  -0.38624  4.00137  -0.86275
H  0.74745  4.93972  0.12175
H  -0.93869  5.43169  0.00995
H  -0.67633  4.15634  3.43407
H  -0.61122  5.56845  2.38509
H  0.82475  4.56217  2.60809
H  0.15277  -1.13829  3.76638
H  -0.62667  -0.37768  5.14182
H  0.89960  0.27283  4.52863
H  -1.88401  -0.71396  2.10324
H  -2.85331  0.70346  2.48723
H  -2.55864  -0.51077  3.73211
H  -0.45792  2.45354  4.64811
H  -1.89201  1.51069  5.04987
H  -1.94514  2.63926  3.70679
C  -3.92712  1.00555  0.02711
P  -2.34972  0.41832  -0.69096
C  -2.86348  -1.29133  -1.07765
C  -2.47035  1.19201  -2.35028
C  -1.35764  0.59567  -3.18332
P  0.25250  0.84675  -2.33257
C  0.74157  2.48730  -2.93306
C  1.19294  -0.30505  -3.37501
H  -4.70991  0.60908  -0.62132
H  -4.00330  2.08554  0.05589
H  -4.08373  0.62222  1.03087
H  -3.66627  -1.31563  -1.81954
H  -3.22105  -1.76714  -0.16517
H  -2.00138  -1.85898  -1.42131
H  -2.34047  2.27333  -2.22349
H  -3.45687  1.03508  -2.79463
H  -1.34014  0.98202  -4.20618
H  -1.47876  -0.48871  -3.24775
H  0.66434  2.49976  -4.02143
H  1.77099  2.71201  -2.64718
H  0.10066  3.25796  -2.51687
H  0.93239  -0.13931  -4.42219
H  0.89722  -1.30561  -3.07390
H  2.26841  -0.20456  -3.25271
Br  5.94326  -5.67997  -1.16593
C  4.36767  -4.70291  -0.78885
C  3.75269  -3.96798  -1.79599
C  2.62095  -3.23204  -1.51781
C  2.06594  -3.19173  -0.21124
C  2.69437  -3.99639  0.77960
C  3.82877  -4.72615  0.49291
C  0.93970  -2.39186  0.08763
O  0.47419  -2.58462  1.40086
O  0.30011  -1.59398  -0.69151
H  4.16272  -3.97893  -2.79754
H  2.14701  -2.67247  -2.30553
H  2.28966  -4.02222  1.78065
H  4.29784  -5.32312  1.26373
F  -1.12691  -3.08807  2.98122
B  -0.77945  -2.98935  1.69897
F  -1.67414  -3.36977  0.79506

Forces on atoms 1 to 3 (eV/Å):
Ru 1.17 2.89 1.29
C 0.34 -0.66 0.30
C -0.81 -0.19 -0.02

The net atomic charges from Löwdin, expressed in e, are: number 1, Ru, carries 0.764; number 2, C, carries -0.103; number 3, C, carries -0.147; number 4, C, carries -0.173; number 5, C, carries -0.115; number 6, C, carries -0.236; number 7, C, carries -0.538; number 8, C, carries -0.047; number 9, C, carries -0.033; number 10, C, carries -0.044; number 11, C, carries -0.524; number 12, C, carries -0.054; number 13, C, carries -0.063; number 14, C, carries -0.033; number 15, C, carries -0.502; number 16, C, carries -0.050; number 17, C, carries -0.049; number 18, C, carries -0.054; number 19, H, carries 0.108; number 20, H, carries 0.102; number 21, H, carries 0.093; number 22, H, carries 0.077; number 23, H, carries 0.086; number 24, H, carries 0.093; number 25, H, carries 0.090; number 26, H, carries 0.079; number 27, H, carries 0.048; number 28, H, carries 0.060; number 29, H, carries 0.101; number 30, H, carries 0.052; number 31, H, carries 0.100; number 32, H, carries 0.058; number 33, H, carries 0.048; number 34, H, carries 0.092; number 35, H, carries 0.094; number 36, H, carries 0.050; number 37, H, carries 0.088; number 38, H, carries 0.096; number 39, H, carries 0.069; number 40, H, carries 0.091; number 41, H, carries 0.097; number 42, H, carries 0.053; number 43, H, carries 0.046; number 44, H, carries 0.100; number 45, H, carries 0.092; number 46, H, carries 0.091; number 47, H, carries 0.058; number 48, C, carries -0.244; number 49, P, carries 0.791; number 50, C, carries -0.251; number 51, C, carries -0.406; number 52, C, carries -0.404; number 53, P, carries 0.782; number 54, C, carries -0.230; number 55, C, carries -0.238; number 56, H, carries 0.051; number 57, H, carries 0.025; number 58, H, carries 0.028; number 59, H, carries 0.055; number 60, H, carries 0.043; number 61, H, carries 0.029; number 62, H, carries 0.075; number 63, H, carries 0.088; number 64, H, carries 0.090; number 65, H, carries 0.077; number 66, H, carries 0.053; number 67, H, carries 0.043; number 68, H, carries 0.017; number 69, H, carries 0.055; number 70, H, carries 0.025; number 71, H, carries 0.034; number 72, Br, carries 0.700; number 73, C, carries -0.716; number 74, C, carries -0.135; number 75, C, carries -0.040; number 76, C, carries -0.165; number 77, C, carries -0.024; number 78, C, carries -0.136; number 79, C, carries -0.391; number 80, O, carries 0.166; number 81, O, carries -0.196; number 82, H, carries 0.098; number 83, H, carries 0.082; number 84, H, carries 0.113; number 85, H, carries 0.098; number 86, F, carries 0.245; number 87, B, carries -0.857; number 88, F, carries 0.262

***

4.
Density functional theory data (ωB97M-V/def2-TZVPD) for a 2-piece molecular cluster, C18H19FNO7S2 overall.

HOMO-LUMO gap = 5.12 eV
E_LUMO = 2.15 eV
electronic energy = -59180.94018 eV
HOMO level = -2.973 eV
net charge = -1

Geometry (Å):
C  0.61141  4.95489  0.57787
C  1.20076  3.82350  -0.22885
O  0.27654  2.71091  -0.21906
C  0.57683  1.86007  -1.29208
C  -0.60852  1.23517  -1.84003
C  -0.80165  1.17178  -3.24734
C  -2.22922  1.42848  -3.69649
O  0.10262  0.87703  -4.04458
O  1.74227  1.77207  -1.63702
H  1.41120  5.63817  0.88146
H  -0.07431  5.53235  -0.05443
H  0.05997  4.61574  1.45893
H  1.30882  4.16750  -1.26959
H  2.16584  3.48563  0.15979
H  -1.38690  0.96337  -1.13312
H  -2.78093  2.02458  -2.96096
H  -2.24104  1.94249  -4.66142
H  -2.73068  0.45871  -3.82404
C  3.20418  1.73067  3.12130
C  3.21674  0.42380  3.62091
C  2.07067  -0.36807  3.55073
C  0.90276  0.15700  3.00082
S  -0.55960  -0.88598  2.90537
N  -0.52211  -1.50103  1.17636
F  -1.06415  -0.41570  0.30403
S  -1.75748  -2.86262  1.02888
C  -1.35764  -3.55784  -0.58672
C  -1.86852  -2.99839  -1.75473
C  -1.53715  -3.56898  -2.98832
C  -0.70236  -4.68720  -3.05416
C  -0.24633  -5.27554  -1.86850
C  -0.56124  -4.70054  -0.63327
O  -1.31548  -3.88092  1.94877
O  -3.09271  -2.32289  1.01953
O  -0.16872  -2.02838  3.69163
O  -1.73896  -0.10393  3.16219
C  0.86325  1.46847  2.54398
C  2.01005  2.25689  2.62088
H  4.11634  2.33164  3.11338
H  4.12601  0.01381  4.05258
H  2.08936  -1.39672  3.88953
H  -2.48433  -2.11076  -1.68662
H  -1.92872  -3.12482  -3.90459
H  -0.40654  -5.10148  -4.02175
H  0.36627  -6.17281  -1.89587
H  -0.16553  -5.11564  0.28616
H  -0.05629  1.84298  2.10769
H  1.96522  3.29254  2.28076

Forces on atoms 1 to 3 (eV/Å):
C -0.16 0.41 -0.08
C -0.53 -0.57 -0.05
O 0.39 1.00 0.11

The net atomic charges from natural (NBO), expressed in e, are: number 1, C, carries -0.633; number 2, C, carries -0.073; number 3, O, carries -0.584; number 4, C, carries 0.744; number 5, C, carries -0.660; number 6, C, carries 0.486; number 7, C, carries -0.696; number 8, O, carries -0.679; number 9, O, carries -0.666; number 10, H, carries 0.195; number 11, H, carries 0.208; number 12, H, carries 0.206; number 13, H, carries 0.190; number 14, H, carries 0.173; number 15, H, carries 0.193; number 16, H, carries 0.208; number 17, H, carries 0.210; number 18, H, carries 0.197; number 19, C, carries -0.179; number 20, C, carries -0.227; number 21, C, carries -0.170; number 22, C, carries -0.357; number 23, S, carries 2.209; number 24, N, carries -0.428; number 25, F, carries -0.237; number 26, S, carries 2.192; number 27, C, carries -0.245; number 28, C, carries -0.190; number 29, C, carries -0.203; number 30, C, carries -0.180; number 31, C, carries -0.220; number 32, C, carries -0.208; number 33, O, carries -0.899; number 34, O, carries -0.875; number 35, O, carries -0.904; number 36, O, carries -0.873; number 37, C, carries -0.102; number 38, C, carries -0.225; number 39, H, carries 0.214; number 40, H, carries 0.213; number 41, H, carries 0.242; number 42, H, carries 0.250; number 43, H, carries 0.228; number 44, H, carries 0.217; number 45, H, carries 0.215; number 46, H, carries 0.245; number 47, H, carries 0.254; number 48, H, carries 0.226

***

Number 1: largest force on an atom 0.106 hartree/bohr. Number 2: largest force on an atom 0.129 hartree/bohr. Number 3: largest force on an atom 0.066 hartree/bohr. Number 4: largest force on an atom 0.060 hartree/bohr.